{"formula": "C34H32F2NO", "method": "the ωB97M-V functional and the def2-TZVPD basis", "symbols": ["F", "C", "C", "C", "C", "C", "C", "C", "C", "C", "C", "C", "F", "C", "C", "C", "C", "H", "H", "H", "H", "H", "H", "H", "H", "H", "H", "H", "C", "O", "C", "C", "C", "C", "C", "C", "N", "C", "C", "C", "C", "C", "C", "C", "C", "C", "C", "C", "C", "H", "H", "H", "H", "H", "H", "H", "H", "H", "H", "H", "H", "H", "H", "H", "H", "H", "H", "H", "H", "H"], "positions_angstrom": [[4.81388, -4.15287, 2.45467], [4.27451, -2.90683, 2.27336], [4.54444, -1.92798, 3.23375], [3.99183, -0.65361, 3.02877], [3.20601, -0.37261, 1.91178], [2.90364, -1.38600, 0.96215], [2.08757, -1.07407, -0.18570], [2.01445, -2.00058, -1.22097], [1.26747, -1.85836, -2.37707], [1.11890, -2.88886, -3.36903], [1.62963, -4.21075, -3.20137], [1.40187, -5.14480, -4.21098], [1.88834, -6.42107, -4.05258], [0.69579, -4.85939, -5.38275], [0.20318, -3.55457, -5.53873], [0.41421, -2.58716, -4.56294], [3.47682, -2.68190, 1.16291], [5.15691, -2.16706, 4.11074], [4.17727, 0.13553, 3.75070], [2.82374, 0.62389, 1.72773], [1.61006, -0.08942, -0.26726], [2.64567, -2.87849, -1.12703], [0.78090, -0.89375, -2.55887], [2.17152, -4.50387, -2.29675], [0.53478, -5.62745, -6.13749], [-0.35527, -3.29098, -6.43679], [0.03588, -1.56716, -4.68456], [3.31471, -3.51491, 0.47386], [-0.66362, 1.94708, 6.65789], [0.42110, 2.00239, 5.72123], [0.16178, 2.40337, 4.45565], [1.26225, 2.50281, 3.56827], [1.04523, 2.70126, 2.22778], [-0.25398, 2.59823, 1.67055], [-0.32860, 2.45514, 0.23419], [-1.41830, 1.92206, -0.46292], [-1.63066, 2.18080, -1.77265], [-0.73522, 3.02500, -2.56734], [-1.11080, 2.78077, -4.03476], [-2.24302, 1.74014, -4.05250], [-2.53152, 1.35687, -2.58889], [-2.36090, 1.03441, 0.25458], [-1.80635, 0.01250, 1.03443], [-2.62837, -0.89620, 1.70135], [-4.02370, -0.75817, 1.64030], [-4.57767, 0.29628, 0.89745], [-3.75671, 1.20888, 0.22290], [-1.34049, 2.73618, 2.58180], [-1.14645, 2.62131, 3.94386], [-0.16834, 1.69842, 7.59604], [-1.17174, 2.91526, 6.73889], [-1.38361, 1.16653, 6.38739], [2.25882, 2.35289, 3.98292], [1.89118, 2.88400, 1.56423], [0.42088, 3.02736, -0.31575], [-0.81788, 4.09029, -2.32335], [0.30829, 2.73056, -2.40416], [-1.45584, 3.70855, -4.50718], [-0.24473, 2.42090, -4.59936], [-3.15566, 2.16143, -4.50047], [-1.97715, 0.83841, -4.61774], [-2.31365, 0.29110, -2.41491], [-3.58861, 1.51268, -2.33784], [-0.72029, -0.06360, 1.10743], [-2.17056, -1.70486, 2.26432], [-4.66622, -1.47450, 2.15984], [-5.66066, 0.40870, 0.84649], [-4.20928, 2.05970, -0.30180], [-2.35008, 2.93905, 2.22721], [-1.98757, 2.62112, 4.63508]], "forces_ev_per_a": [[-0.542, 1.163, -0.241], [0.134, -0.678, -0.053], [-0.408, 0.351, -0.327], [0.083, -0.152, -0.093], [-0.072, -0.625, -0.222], [0.434, 0.074, 0.559], [0.807, -0.469, -0.170], [-0.072, 0.104, -0.260], [0.248, 0.049, 0.248], [-0.064, -0.485, -0.587], [-0.226, 0.038, -0.334], [0.461, -0.690, 0.431], [-0.500, 1.422, -0.080], [0.008, 0.690, 0.451], [0.054, -0.104, -0.060], [0.080, 0.049, 0.400], [0.088, 0.130, 0.205], [-0.279, 0.116, -0.438], [0.029, -0.135, -0.092], [-0.083, -0.010, 0.235], [-0.029, -0.326, 0.166], [-0.392, 0.072, -0.063], [-0.056, -0.348, 0.051], [-0.253, -0.021, -0.490], [0.080, 0.163, 0.243], [0.180, -0.120, 0.231], [0.063, -0.428, -0.082], [0.048, 0.307, 0.456], [0.503, 0.041, -0.209], [-0.135, 0.297, 0.291], [-0.558, -0.313, -1.251], [-0.544, -0.040, 1.344], [-0.603, -0.522, -0.389], [0.376, 0.728, 1.357], [-1.633, 0.201, -1.593], [1.797, 1.089, 1.513], [-0.425, 0.107, -0.970], [-0.012, -0.307, -0.100], [-0.122, 0.095, -0.265], [-0.474, -0.093, 0.118], [0.252, -0.250, -0.165], [-0.463, -0.002, 0.250], [-0.485, -0.397, -0.158], [-0.246, 0.346, -0.103], [0.321, 0.164, -0.299], [0.228, -0.043, 0.162], [0.117, -0.435, 0.202], [0.586, -0.185, -0.870], [1.113, -0.275, 0.938], [-0.292, 0.034, 0.000], [0.105, -0.151, 0.011], [0.093, 0.096, 0.001], [-0.147, 0.335, -0.082], [-0.103, -0.315, 0.025], [-0.234, -0.165, 0.023], [-0.071, -0.213, 0.305], [-0.021, 0.034, 0.109], [0.219, -0.224, 0.097], [-0.137, 0.160, 0.069], [0.383, -0.211, 0.028], [-0.062, 0.301, 0.002], [-0.141, 0.175, 0.008], [0.350, 0.018, -0.029], [-0.308, -0.028, -0.063], [-0.158, 0.109, 0.010], [0.199, 0.305, -0.218], [0.270, 0.012, 0.069], [0.282, -0.424, 0.166], [0.240, -0.328, -0.109], [0.121, 0.139, -0.307]], "lowdin_charge": [0.06, -0.22, 0.05, -0.02, 0.01, -0.18, 0.09, -0.06, 0.07, -0.19, 0.08, -0.21, 0.06, 0.05, -0.04, -0.01, 0.07, 0.14, 0.12, 0.10, 0.13, 0.09, 0.14, 0.13, 0.14, 0.12, 0.12, 0.12, -0.07, -0.09, -0.27, -0.02, -0.07, -0.25, -0.04, -0.21, -0.07, -0.15, -0.15, -0.15, -0.14, -0.20, -0.04, -0.07, -0.07, -0.07, -0.04, -0.02, -0.01, 0.09, 0.10, 0.09, 0.11, 0.11, 0.09, 0.13, 0.11, 0.11, 0.10, 0.11, 0.10, 0.12, 0.11, 0.11, 0.10, 0.11, 0.11, 0.12, 0.12, 0.10], "e_lumo_ev": -5.942, "charge": 1, "max_force_ha_per_bohr": 0.050, "total_energy_ev": -44740.970}

{"formula": "C18H49AsF6NO7", "method": "the ωB97M-V functional and the def2-TZVPD basis", "symbols": ["As", "F", "F", "F", "F", "F", "F", "C", "C", "C", "O", "C", "N", "H", "H", "H", "H", "H", "H", "H", "H", "H", "H", "H", "C", "C", "C", "O", "H", "H", "H", "H", "H", "H", "H", "H", "C", "C", "C", "O", "H", "H", "H", "H", "H", "H", "H", "H", "C", "C", "C", "O", "H", "H", "H", "H", "H", "H", "H", "H", "C", "C", "C", "O", "H", "H", "H", "H", "H", "H", "H", "H", "C", "C", "O", "O", "H", "H", "H", "H", "H", "H"], "positions_angstrom": [[-0.08243, 0.90632, -0.78792], [-0.31666, -0.82061, -0.41252], [0.61498, 0.44308, -2.35293], [0.36606, 2.56881, -1.08018], [-0.68330, 1.35601, 0.87379], [1.55084, 0.81996, -0.04963], [-1.74958, 1.11757, -1.37087], [-7.96071, 0.02389, 3.01903], [-7.24203, -1.26803, 2.56521], [-5.68447, -1.12488, 2.67988], [-5.33438, -0.92551, 4.03670], [-4.33040, 0.08052, 4.19910], [-7.86241, -2.32035, 3.43188], [-7.65557, 0.80297, 2.32045], [-7.50978, 0.39995, 3.93737], [-9.04687, -0.06268, 2.98950], [-7.51336, -1.46950, 1.52894], [-5.39217, -0.25795, 2.08735], [-5.20549, -2.03369, 2.31555], [-4.53823, 1.10567, 3.89258], [-3.46322, -0.20909, 3.60562], [-4.09595, 0.27588, 5.24551], [-7.86287, -1.70742, 4.23463], [-8.79700, -2.21828, 3.06281], [5.48148, -3.24888, -1.45899], [6.27527, -3.20148, -0.08774], [7.73555, -3.48109, -0.39338], [6.14653, -1.87828, 0.31545], [4.52366, -2.73586, -1.37220], [5.51125, -4.30157, -1.74019], [6.07044, -2.78350, -2.24933], [5.73755, -3.79583, 0.65098], [8.33375, -3.45026, 0.51728], [8.15194, -2.69539, -1.02377], [7.85127, -4.49352, -0.78029], [5.20477, -1.69824, 0.36308], [0.01009, -6.06746, -1.15719], [-0.19633, -7.19382, -2.19498], [0.96740, -8.11274, -2.29939], [-1.19284, -7.96707, -1.71662], [0.75058, -5.37213, -1.55253], [0.48479, -6.30085, -0.20414], [-0.88064, -5.49604, -0.89611], [-0.36215, -6.67988, -3.14181], [1.02878, -8.61638, -3.26411], [1.11644, -8.80206, -1.46830], [1.94226, -7.64131, -2.42380], [-1.23820, -8.67372, -2.36487], [-4.65077, 4.82310, 0.50370], [-3.97701, 6.27079, 0.33446], [-4.80476, 7.18526, -0.59324], [-3.97899, 6.97268, 1.61287], [-4.79658, 4.45998, -0.51363], [-5.63950, 4.73379, 0.95374], [-4.01035, 4.11065, 1.02370], [-2.99968, 6.09010, -0.11308], [-4.81771, 6.85018, -1.63039], [-4.44395, 8.21209, -0.53401], [-5.84490, 7.19454, -0.26747], [-3.88911, 6.37366, 2.35764], [2.63947, 3.76969, 4.17448], [3.82180, 4.38011, 3.39855], [5.12442, 4.37497, 4.17698], [3.96129, 3.70561, 2.09179], [2.80052, 2.70660, 4.35333], [1.75180, 3.86500, 3.54913], [2.54501, 4.13910, 5.19562], [3.57492, 5.41176, 3.14792], [6.02465, 4.78390, 3.71828], [5.52951, 3.37302, 4.31876], [5.01312, 4.87303, 5.14014], [3.51051, 2.86098, 2.02108], [4.45766, 0.38881, -7.42297], [3.89900, 1.02270, -6.10234], [2.66779, 1.74911, -6.24107], [3.44152, -0.19054, -8.15561], [5.39414, -0.16556, -7.36141], [4.85773, 1.19847, -8.03328], [4.59433, 1.71364, -5.62567], [3.70988, 0.21085, -5.40001], [2.02246, 1.20811, -5.78016], [2.85319, 0.54850, -8.32674]], "forces_ev_per_a": [[0.972, -0.079, 1.891], [-0.159, 1.291, -0.391], [-0.883, 0.295, 0.753], [-0.896, -0.220, -0.345], [0.296, -0.465, -1.545], [-0.791, -0.528, -0.385], [1.487, -0.300, 0.067], [1.661, 0.818, -1.558], [0.116, 0.536, 0.376], [-1.546, -0.299, 0.225], [0.095, 1.150, 0.472], [0.416, -0.103, -0.135], [1.101, 0.689, -0.844], [-0.354, 0.334, -0.317], [-0.539, -0.406, 0.492], [0.134, 0.019, 0.343], [0.283, -0.081, -0.155], [0.122, -0.058, -0.213], [0.087, 0.009, -0.154], [-0.997, -0.003, -0.729], [0.373, -0.027, 0.359], [0.082, -0.970, 0.153], [-0.383, -0.947, 1.228], [-0.616, -0.656, 0.432], [1.503, -0.998, 0.855], [-1.200, 0.767, -2.754], [-0.027, -0.357, 1.367], [0.533, 1.458, 1.085], [-0.174, -0.581, -0.134], [-1.047, -0.152, -0.217], [0.042, 0.459, 0.215], [0.579, -0.811, -0.008], [-0.008, 0.000, 0.216], [-0.265, -0.242, -0.330], [0.074, 0.166, -0.396], [-0.043, 0.317, 0.096], [0.950, 0.644, -0.202], [2.198, 2.248, 1.843], [2.797, 0.002, -1.162], [-3.020, -1.393, -0.113], [-0.186, 0.311, -0.348], [-0.222, -0.961, 0.049], [-0.182, -0.190, -0.415], [-0.465, -0.178, -0.330], [-0.842, -0.760, -0.018], [-0.528, 0.010, -0.021], [0.116, 0.809, 0.481], [-0.615, -0.530, 0.238], [0.655, 0.948, -0.915], [-2.366, -1.053, 0.972], [-0.019, -0.431, 0.390], [0.431, 0.009, -0.877], [0.202, -0.280, -0.080], [-0.033, 0.809, 0.249], [0.263, 0.156, -0.063], [0.327, 0.256, 0.484], [0.296, -0.051, -0.002], [0.154, -0.067, -0.081], [-0.032, -0.009, 0.172], [0.150, -0.316, -0.255], [0.756, -0.341, -0.280], [-0.284, -0.970, -0.942], [0.858, -0.624, 0.091], [0.524, 1.117, 0.965], [0.184, -0.252, -0.349], [-0.188, 0.151, 0.415], [-0.280, 0.623, -0.223], [-0.057, 0.063, -0.072], [-0.495, 0.800, -0.634], [-0.672, -0.470, 0.442], [-0.111, -0.087, 0.085], [-0.266, -0.023, 0.439], [0.450, 2.781, 0.332], [0.362, -0.733, 0.381], [0.499, -0.565, -0.704], [-0.462, -1.126, -0.381], [-0.607, -1.005, 0.747], [-0.051, 0.772, -0.093], [0.368, -0.147, -0.231], [0.164, -0.100, 0.118], [-0.314, 0.234, -0.052], [-0.431, -0.105, -0.065]], "lowdin_charge": [0.84, -0.30, -0.30, -0.28, -0.34, -0.33, -0.29, -0.09, -0.40, -0.19, -0.20, -0.10, 0.03, 0.07, 0.08, 0.08, 0.13, 0.12, 0.12, 0.08, 0.09, 0.08, 0.05, 0.05, -0.05, -0.50, -0.06, -0.06, 0.08, 0.07, 0.07, 0.13, 0.07, 0.09, 0.08, 0.09, -0.05, -0.55, -0.08, -0.03, 0.08, 0.08, 0.08, 0.14, 0.08, 0.09, 0.08, 0.09, -0.05, -0.41, -0.07, -0.08, 0.07, 0.07, 0.07, 0.13, 0.07, 0.07, 0.07, 0.07, -0.06, -0.45, -0.08, -0.07, 0.08, 0.08, 0.07, 0.12, 0.07, 0.08, 0.07, 0.08, -0.27, -0.21, -0.07, -0.06, 0.12, 0.10, 0.11, 0.11, 0.09, 0.08], "e_lumo_ev": 2.337, "charge": -1, "max_force_ha_per_bohr": 0.071, "total_energy_ev": -112428.562}

{"formula": "C3H5O2Pr", "method": "the ωB97M-V functional and the def2-TZVPD basis", "symbols": ["C", "C", "O", "H", "H", "Pr", "O", "C", "H", "H", "H"], "positions_angstrom": [[1.46463, -1.41042, -0.94382], [1.26589, -1.19807, -2.27194], [1.06068, -0.99687, -3.37038], [1.39731, -2.48249, -0.70389], [2.38808, -0.91647, -0.59875], [-0.38647, -0.33470, 0.64629], [-1.29144, 1.19299, 2.10383], [-1.83793, 2.45640, 2.26028], [-2.94141, 2.41971, 2.34656], [-1.46262, 2.94711, 3.17871], [-1.60316, 3.13498, 1.41746]], "forces_ev_per_a": [[-0.025, 0.061, 0.530], [0.046, 0.117, -1.839], [0.162, -0.190, 1.277], [0.187, 0.177, -0.101], [-0.115, -0.257, -0.156], [-2.213, 3.101, 3.474], [2.325, -3.921, -3.437], [-0.924, 1.900, 0.351], [0.511, -0.234, -0.020], [-0.005, -0.398, -0.342], [0.050, -0.356, 0.261]], "lowdin_charge": [-0.17, -0.15, 0.36, 0.11, 0.12, 2.03, -0.45, -0.17, 0.11, 0.11, 0.10], "multiplicity": 3, "e_lumo_ev": [-11.202, -10.131], "charge": 2, "max_force_ha_per_bohr": 0.111, "total_energy_ev": -21335.555, "s2": 2.080}

Please write out number 3 again, unchanged.
{"formula": "C3H5O2Pr", "method": "the ωB97M-V functional and the def2-TZVPD basis", "symbols": ["C", "C", "O", "H", "H", "Pr", "O", "C", "H", "H", "H"], "positions_angstrom": [[1.46463, -1.41042, -0.94382], [1.26589, -1.19807, -2.27194], [1.06068, -0.99687, -3.37038], [1.39731, -2.48249, -0.70389], [2.38808, -0.91647, -0.59875], [-0.38647, -0.33470, 0.64629], [-1.29144, 1.19299, 2.10383], [-1.83793, 2.45640, 2.26028], [-2.94141, 2.41971, 2.34656], [-1.46262, 2.94711, 3.17871], [-1.60316, 3.13498, 1.41746]], "forces_ev_per_a": [[-0.025, 0.061, 0.530], [0.046, 0.117, -1.839], [0.162, -0.190, 1.277], [0.187, 0.177, -0.101], [-0.115, -0.257, -0.156], [-2.213, 3.101, 3.474], [2.325, -3.921, -3.437], [-0.924, 1.900, 0.351], [0.511, -0.234, -0.020], [-0.005, -0.398, -0.342], [0.050, -0.356, 0.261]], "lowdin_charge": [-0.17, -0.15, 0.36, 0.11, 0.12, 2.03, -0.45, -0.17, 0.11, 0.11, 0.10], "multiplicity": 3, "e_lumo_ev": [-11.202, -10.131], "charge": 2, "max_force_ha_per_bohr": 0.111, "total_energy_ev": -21335.555, "s2": 2.080}